Density functional theory data (ωB97M-V/def2-TZVPD) for C25H24ILiN5O6S2 as an isolated structure.

## Properties
Frontier orbital gap, eV: 7.1
Spin multiplicity: 1
Net charge: -1
Strongest force on any atom, eV/A: 0.780
E_LUMO, eV: 1.6
E_tot, eV: -76029.9784
ΔE to the lowest compared entry with this formula, charge and spin, kJ/mol: 22.5

Element x y z (Å)
Li: -1.397 -0.321 -1.834
C: -4.165 -3.290 0.128
C: -4.123 -1.888 0.664
N: -4.729 -1.640 1.796
C: -4.690 -0.393 2.309
C: -4.095 0.664 1.675
C: -4.118 2.019 2.332
O: -4.969 2.960 1.671
C: -3.448 0.443 0.428
C: -2.908 1.568 -0.284
N: -2.163 1.502 -1.330
C: -1.559 2.638 -1.847
C: -1.111 3.695 -1.038
C: -0.429 4.772 -1.570
C: -0.168 4.834 -2.932
C: -0.588 3.799 -3.754
C: -1.259 2.717 -3.210
I: -1.833 1.128 -4.461
C: -3.387 -0.888 -0.087
O: -2.766 -1.224 -1.148
H: -5.092 -3.775 0.428
H: -3.334 -3.872 0.536
H: -4.071 -3.279 -0.957
H: -5.170 -0.268 3.274
H: -3.124 2.469 2.333
H: -4.426 1.904 3.376
H: -5.825 2.536 1.546
H: -3.207 2.550 0.091
H: -1.275 3.631 0.030
H: -0.081 5.562 -0.917
H: 0.371 5.674 -3.351
H: -0.392 3.829 -4.817
C: 1.945 -2.826 -2.120
S: 0.217 -2.782 -2.668
C: -0.495 -3.447 -1.147
O: -0.154 -1.338 -2.747
H: 2.219 -3.861 -1.919
H: 2.057 -2.218 -1.223
H: 2.557 -2.421 -2.924
H: -0.339 -4.526 -1.141
H: -1.555 -3.197 -1.182
H: -0.030 -2.981 -0.280
O: 6.141 -3.655 3.512
S: 5.471 -2.512 4.112
O: 6.229 -1.810 5.131
O: 4.070 -2.720 4.423
C: 5.445 -1.336 2.709
N: 6.617 -0.871 2.274
C: 6.576 -0.037 1.251
C: 5.393 0.345 0.631
C: 4.227 -0.210 1.142
N: 4.267 -1.038 2.183
C: 2.879 0.037 0.569
C: 1.753 -0.457 1.229
C: 0.508 -0.276 0.652
N: 0.322 0.339 -0.517
C: 1.393 0.831 -1.131
C: 2.679 0.713 -0.632
H: 7.531 0.344 0.900
H: 5.396 1.042 -0.195
H: 1.884 -0.981 2.167
H: -0.390 -0.657 1.131
H: 1.210 1.339 -2.073
H: 3.508 1.116 -1.198

Density functional theory data (ωB97M-V/def2-TZVPD) for an isolated molecule of C25H24N2O3S.

## Properties
Frontier orbital gap, eV: 8.6
Spin multiplicity: 1
SMILES string: O=C(Nc1ccccc1C(=O)N1CCOCC1)c1ccc(CSc2ccccc2)cc1
Strongest force on any atom, eV/A: 0.672
E_LUMO, eV: 0.4
E_tot, eV: -46273.6470
ΔE to the lowest compared entry with this formula, charge and spin, kJ/mol: 0.0

Element x y z (Å)
O: 1.850 1.724 2.939
C: 1.362 0.815 2.296
N: 2.034 0.094 1.352
C: 3.381 0.127 1.025
C: 4.322 0.824 1.782
C: 5.664 0.756 1.464
C: 6.097 -0.016 0.398
C: 5.172 -0.682 -0.383
C: 3.810 -0.593 -0.108
C: 2.819 -1.326 -0.941
O: 1.905 -1.970 -0.429
N: 2.976 -1.285 -2.284
C: 3.703 -0.283 -3.031
C: 2.704 0.585 -3.813
O: 1.881 -0.191 -4.648
C: 1.148 -1.134 -3.897
C: 2.088 -2.064 -3.127
C: -0.066 0.417 2.466
C: -0.913 1.352 3.058
C: -2.245 1.063 3.275
C: -2.759 -0.179 2.917
C: -4.197 -0.505 3.179
S: -5.042 -1.379 1.809
C: -5.430 -0.090 0.660
C: -4.730 1.105 0.592
C: -5.098 2.060 -0.341
C: -6.148 1.827 -1.211
C: -6.835 0.624 -1.151
C: -6.482 -0.331 -0.218
C: -1.912 -1.119 2.342
C: -0.580 -0.830 2.114
H: 1.522 -0.628 0.850
H: 3.986 1.401 2.627
H: 6.380 1.293 2.068
H: 7.150 -0.100 0.175
H: 5.505 -1.301 -1.203
H: 4.282 0.352 -2.362
H: 4.375 -0.784 -3.737
H: 3.235 1.281 -4.464
H: 2.087 1.154 -3.099
H: 0.548 -1.697 -4.613
H: 0.483 -0.617 -3.189
H: 1.520 -2.743 -2.490
H: 2.698 -2.636 -3.834
H: -0.502 2.309 3.341
H: -2.889 1.801 3.731
H: -4.276 -1.210 4.010
H: -4.779 0.386 3.415
H: -3.895 1.295 1.248
H: -4.551 2.990 -0.386
H: -6.428 2.576 -1.936
H: -7.654 0.432 -1.828
H: -7.014 -1.268 -0.158
H: -2.308 -2.085 2.066
H: 0.046 -1.597 1.683

Density functional theory data (ωB97M-V/def2-TZVPD) for an isolated molecule of C25H24N4O at a distorted geometry.

## Properties
Frontier orbital gap, eV: 8.3
Spin multiplicity: 1
SMILES string: Cc1ccc(OCc2nc3c4c(ncn3n2)-c2ccccc2CC42CCCC2)cc1
Strongest force on any atom, eV/A: 1.385
E_LUMO, eV: 0.2
E_tot, eV: -34323.3537
ΔE to the lowest compared entry with this formula, charge and spin, kJ/mol: 16.2

Element x y z (Å)
C: 4.186 3.209 1.975
C: 4.086 1.923 1.212
C: 3.643 0.756 1.813
C: 3.539 -0.430 1.104
C: 3.875 -0.463 -0.242
O: 3.814 -1.570 -1.044
C: 3.089 -2.684 -0.597
C: 1.656 -2.375 -0.314
N: 1.139 -1.150 -0.462
C: -0.129 -1.282 -0.101
C: -1.202 -0.385 -0.012
C: -2.423 -0.940 0.347
N: -2.574 -2.251 0.659
C: -1.562 -3.045 0.620
N: -0.343 -2.614 0.246
N: 0.798 -3.292 0.114
C: -3.628 -0.119 0.359
C: -4.894 -0.698 0.358
C: -6.021 0.100 0.326
C: -5.891 1.479 0.293
C: -4.633 2.059 0.302
C: -3.494 1.273 0.335
C: -2.121 1.869 0.407
C: -1.077 1.069 -0.384
C: 0.332 1.656 -0.131
C: 0.951 1.870 -1.510
C: -0.251 2.213 -2.382
C: -1.302 1.210 -1.913
C: 4.338 0.702 -0.852
C: 4.440 1.873 -0.133
H: 3.569 3.976 1.509
H: 3.859 3.078 3.004
H: 5.214 3.569 1.982
H: 3.368 0.765 2.859
H: 3.186 -1.314 1.614
H: 3.145 -3.414 -1.411
H: 3.543 -3.141 0.294
H: -1.674 -4.087 0.881
H: -4.970 -1.774 0.379
H: -7.002 -0.351 0.325
H: -6.771 2.105 0.263
H: -4.537 3.135 0.283
H: -2.139 2.898 0.044
H: -1.815 1.893 1.460
H: 0.950 1.006 0.482
H: 0.235 2.614 0.382
H: 1.408 0.940 -1.846
H: 1.712 2.648 -1.502
H: -0.584 3.233 -2.178
H: -0.044 2.124 -3.447
H: -1.124 0.249 -2.400
H: -2.322 1.519 -2.138
H: 4.604 0.663 -1.896
H: 4.796 2.769 -0.622

Density functional theory data (ωB97M-V/def2-TZVPD) for C25H25BrN2O2PtTe as an isolated structure at a distorted geometry.

## Properties
Frontier orbital gap (alpha / beta), eV: 7.6 / 5.8
Spin multiplicity: 3
Strongest force on any atom, eV/A: 1.632
E_LUMO (alpha / beta), eV: 0.0 / -1.8
E_tot, eV: -113984.2533
ΔE to the lowest compared entry with this formula, charge and spin, kJ/mol: 113.1

Element x y z (Å)
Pt: -1.804 0.100 -1.011
O: -0.074 -1.559 -3.662
C: 0.749 -0.698 -4.290
C: 1.916 -1.186 -4.878
C: 2.793 -0.328 -5.507
C: 2.521 1.030 -5.580
C: 1.366 1.518 -5.004
C: 0.485 0.673 -4.345
C: -0.719 1.299 -3.659
O: -1.657 0.447 -3.210
N: -0.141 2.174 -2.589
N: -0.823 2.298 -1.493
C: -0.412 2.809 -0.386
C: -1.326 2.908 0.715
Br: -3.000 1.989 0.400
C: -1.074 3.591 1.845
C: -1.921 3.900 2.978
C: -1.670 5.114 3.630
C: -2.463 5.534 4.677
C: -3.515 4.745 5.114
C: -3.752 3.526 4.504
C: -2.963 3.102 3.453
H: -0.890 -1.039 -3.431
H: 2.101 -2.248 -4.833
H: 3.695 -0.725 -5.945
H: 3.195 1.698 -6.092
H: 1.131 2.572 -5.050
H: -1.194 2.002 -4.379
H: 0.867 2.333 -2.614
H: 0.593 3.218 -0.252
H: -0.105 4.077 1.879
H: -0.856 5.738 3.288
H: -2.266 6.484 5.151
H: -4.134 5.071 5.936
H: -4.561 2.898 4.850
H: -3.159 2.138 3.016
C: 2.573 -5.737 2.758
C: 1.719 -4.743 2.035
C: 1.155 -3.659 2.693
C: 0.569 -2.620 1.986
C: -0.075 -1.467 2.692
C: 0.578 -2.669 0.594
Te: 0.470 -0.877 -0.541
C: 0.948 -3.836 -0.068
C: 0.755 -3.962 -1.546
C: 1.521 -4.863 0.665
H: 2.589 -5.546 3.827
H: 3.592 -5.657 2.378
H: 2.233 -6.756 2.590
H: 1.201 -3.598 3.771
H: -0.021 -1.576 3.773
H: -1.124 -1.405 2.391
H: 0.403 -0.527 2.408
H: -0.158 -3.454 -1.860
H: 0.697 -5.007 -1.843
H: 1.582 -3.492 -2.081
H: 1.858 -5.752 0.151

What is the strongest force on any atom in the fourth record? 1.632 eV/A

Repeat the fourth record exactly.
Density functional theory data (ωB97M-V/def2-TZVPD) for C25H25BrN2O2PtTe as an isolated structure at a distorted geometry.

## Properties
Frontier orbital gap (alpha / beta), eV: 7.6 / 5.8
Spin multiplicity: 3
Strongest force on any atom, eV/A: 1.632
E_LUMO (alpha / beta), eV: 0.0 / -1.8
E_tot, eV: -113984.2533
ΔE to the lowest compared entry with this formula, charge and spin, kJ/mol: 113.1

Element x y z (Å)
Pt: -1.804 0.100 -1.011
O: -0.074 -1.559 -3.662
C: 0.749 -0.698 -4.290
C: 1.916 -1.186 -4.878
C: 2.793 -0.328 -5.507
C: 2.521 1.030 -5.580
C: 1.366 1.518 -5.004
C: 0.485 0.673 -4.345
C: -0.719 1.299 -3.659
O: -1.657 0.447 -3.210
N: -0.141 2.174 -2.589
N: -0.823 2.298 -1.493
C: -0.412 2.809 -0.386
C: -1.326 2.908 0.715
Br: -3.000 1.989 0.400
C: -1.074 3.591 1.845
C: -1.921 3.900 2.978
C: -1.670 5.114 3.630
C: -2.463 5.534 4.677
C: -3.515 4.745 5.114
C: -3.752 3.526 4.504
C: -2.963 3.102 3.453
H: -0.890 -1.039 -3.431
H: 2.101 -2.248 -4.833
H: 3.695 -0.725 -5.945
H: 3.195 1.698 -6.092
H: 1.131 2.572 -5.050
H: -1.194 2.002 -4.379
H: 0.867 2.333 -2.614
H: 0.593 3.218 -0.252
H: -0.105 4.077 1.879
H: -0.856 5.738 3.288
H: -2.266 6.484 5.151
H: -4.134 5.071 5.936
H: -4.561 2.898 4.850
H: -3.159 2.138 3.016
C: 2.573 -5.737 2.758
C: 1.719 -4.743 2.035
C: 1.155 -3.659 2.693
C: 0.569 -2.620 1.986
C: -0.075 -1.467 2.692
C: 0.578 -2.669 0.594
Te: 0.470 -0.877 -0.541
C: 0.948 -3.836 -0.068
C: 0.755 -3.962 -1.546
C: 1.521 -4.863 0.665
H: 2.589 -5.546 3.827
H: 3.592 -5.657 2.378
H: 2.233 -6.756 2.590
H: 1.201 -3.598 3.771
H: -0.021 -1.576 3.773
H: -1.124 -1.405 2.391
H: 0.403 -0.527 2.408
H: -0.158 -3.454 -1.860
H: 0.697 -5.007 -1.843
H: 1.582 -3.492 -2.081
H: 1.858 -5.752 0.151

Among the records above, which one has the highest E_tot? C25H24N4O